1.
Computed, not measured: one molecule with the formula C4H7NO at a distorted geometry, with ωB97M-V/def2-TZVPD.

Properties
Largest force on an atom = 5.56 eV/Å
HOMO (spin up / spin down) = -8.08 / -7.47 eV
Total charge = 0
Relative energy (zero: lowest compared OMol25 entry of this formula, charge and spin) = 105.5 kcal/mol
LUMO energy (spin up / spin down) = 0.9 / 0.7 eV

Geometry as XYZ:
```
13
Properties=species:S:1:pos:R:3:forces:R:3
C 1.0598 1.1761 -0.1043 0.3156 0.1285 -1.1594
C 1.2788 -0.2979 0.0226 -1.7017 -0.3603 3.3694
C -0.1412 -1.0103 -0.0263 1.1118 1.8101 -0.4462
C -1.1699 -0.1359 0.5142 -2.1279 4.9584 -1.3297
N 0.0139 1.8156 -0.0033 -2.6470 -1.9108 1.4801
O -2.2924 0.2256 -0.2338 -0.2692 -1.4553 2.1891
H 1.8201 1.8337 -0.4557 1.7611 0.0874 -0.3025
H 1.7927 -0.7874 -0.7279 1.8160 -0.4488 -1.4601
H 1.7570 -0.4662 1.0218 -0.0886 -0.0597 -0.8560
H -0.1960 -1.1509 -1.1300 -1.0170 -0.5673 1.0189
H -0.2422 -1.8320 0.6440 0.7109 -1.5063 -0.1866
H -1.5169 0.0597 1.5758 1.1970 -0.9641 -1.1783
H -2.1638 0.5700 -1.0970 0.9389 0.2883 -1.1387
```
Forces are in eV/Å.

---

2.
Computed, not measured: one molecule with the formula C4H7NO, with ωB97M-V/def2-TZVPD.

Properties
Largest force on an atom = 0.39 eV/Å
HOMO = -7.06 eV
Total charge = 0
Relative energy (zero: lowest compared OMol25 entry of this formula, charge and spin) = 101.5 kcal/mol
LUMO energy = 0.8 eV

Geometry as XYZ:
```
13
Properties=species:S:1:pos:R:3:forces:R:3
C -1.6079 -0.4884 0.2652 -0.1163 -0.0368 0.1034
C -0.4320 -0.6433 -0.6673 -0.0747 -0.0032 0.1358
C 0.0238 0.5508 -1.4543 0.1191 0.2435 -0.2614
N 0.7206 0.0610 -0.2915 0.2701 0.0695 0.2781
C 1.6387 0.3218 0.5492 -0.1095 0.0831 -0.2140
O 1.7755 -0.3635 1.7018 -0.1629 -0.1351 -0.0865
H -1.4699 -1.0721 1.1841 -0.0268 0.0505 -0.1519
H -2.5174 -0.8667 -0.2113 0.1530 0.0562 0.0560
H -1.7949 0.5621 0.5637 0.0834 -0.1256 -0.0509
H 1.1423 -1.0979 1.6984 0.0587 0.0833 0.0601
H 0.5242 0.4155 -2.4130 -0.0956 -0.0086 0.1509
H -0.4045 1.5501 -1.2996 0.0137 -0.1792 0.0204
H 2.4015 1.0707 0.3745 -0.1123 -0.0976 -0.0399
```
Forces are in eV/Å.